{"formula": "C9H19N2", "method": "ωB97M-V/def2-TZVPD", "e_above_lowest_kj_mol": 587.5, "homo_energy_ev": [-14.48, -14.65], "charge": 1, "mol_weight_g_mol": 155.27, "smiles": "CC1(C)CCCC(C)(C)[N+]1=N", "multiplicity": 1, "gap_ev": [8.54, 8.02], "symbols": ["C", "C", "C", "C", "C", "C", "C", "C", "C", "N", "N", "H", "H", "H", "H", "H", "H", "H", "H", "H", "H", "H", "H", "H", "H", "H", "H", "H", "H", "H"], "positions_angstrom": [[0.6838, -1.2687, 1.2821], [-0.8254, -1.1756, 1.2300], [1.5842, -0.6372, 0.1878], [-1.2153, -0.4974, -0.1231], [1.0567, 0.7533, -0.3061], [-2.6601, -0.0682, 0.0306], [-1.1168, -1.6452, -1.2209], [1.5607, 1.0030, -1.7079], [1.3816, 1.8432, 0.7215], [-1.2386, 1.8289, -0.8145], [-0.3998, 0.5675, -0.3992], [0.8657, -0.7783, 2.1986], [1.0008, -2.3994, 1.3392], [-1.4878, -2.1004, 1.2162], [-1.2024, -0.4505, 2.0118], [2.5732, -0.4212, 0.5508], [1.7638, -1.2947, -0.7275], [-2.8145, 0.8269, 0.5563], [-3.3907, -0.6830, 0.6295], [-3.0122, 0.1091, -0.9225], [-1.2378, -1.4634, -2.3424], [-1.9793, -2.4769, -1.0857], [-0.1515, -2.2786, -1.1698], [1.3268, 2.0764, -1.9919], [1.3325, 0.2510, -2.4540], [2.6709, 1.0181, -1.6219], [0.4427, 2.3737, 1.0636], [2.1668, 2.5975, 0.4205], [1.7054, 1.2897, 1.6020], [-0.6097, 2.5669, -1.2213]], "mulliken_charge": [-0.651, -0.891, -1.449, 1.254, 1.086, -2.012, -1.250, -1.536, -1.311, -0.456, 0.700, 0.419, 0.255, 0.475, 0.375, 0.580, 0.383, 0.570, 0.338, 0.531, 0.352, 0.355, 0.304, 0.444, 0.344, 0.434, 0.346, 0.349, 0.379, 0.284]}